Entry 1:
Molecular formula: C17H21BrO3S2
Method: DFT, ωB97M-V/def2-TZVPD

Orbital gap = 8.56 eV
Net charge = 0
Multiplicity = 1

```
44
Properties=species:S:1:pos:R:3:forces:R:3:mulliken_charge:R:1
Br 2.88124 -3.34232 0.14181 -1.114 0.739 0.536 -0.11
S 1.56346 2.15556 2.80251 0.310 -0.606 -0.859 -0.17
S 1.54240 2.85216 -0.97288 6.062 3.612 0.039 1.34
O 0.46400 -0.12279 1.80358 0.112 -0.040 -1.590 -0.26
O 2.98392 2.62835 -1.56999 -5.198 -0.134 1.595 -0.70
O 1.56028 4.13198 -0.10323 -1.391 -4.294 -2.459 -0.63
C 2.91645 -1.95929 3.71878 -4.534 3.965 -7.891 -0.95
C 1.09107 1.27688 -0.06622 -1.151 -1.745 1.166 0.21
C -4.05063 -0.84168 -1.01143 1.817 1.754 1.876 -0.32
C 0.48903 1.33743 1.45738 0.120 -0.811 0.413 0.10
C 1.10743 -2.40185 0.50410 -1.250 0.758 -0.783 -0.47
C 2.27521 0.12178 0.17435 -0.327 0.755 -0.496 -0.57
C -1.03646 1.95766 1.69735 -0.713 -1.255 -0.434 -0.86
C -3.46180 0.58326 -1.62774 1.465 -0.938 3.937 -0.51
C -2.72874 -0.41906 1.43725 -0.553 1.275 -3.240 -0.17
C -2.07828 0.99852 0.83785 -2.333 -1.164 -2.498 0.30
C 0.27517 -2.29347 -0.90620 -0.402 -1.104 -0.526 0.30
C -3.72333 -1.36852 0.53630 2.235 4.327 -1.533 -0.47
C 0.77738 -3.37512 -2.06232 -1.324 0.284 -0.536 -1.22
C -2.45970 1.52898 -0.70035 -1.534 -4.396 2.152 -0.33
C 0.41098 3.09294 -2.48910 -0.840 -0.258 -0.899 -0.87
C 2.40695 -1.44194 2.48935 3.016 -3.178 8.729 -0.44
C 1.51722 -0.94778 1.16222 1.275 0.130 1.522 1.12
H 0.24174 0.83282 -0.73752 1.462 0.678 1.272 -0.16
H -1.34398 1.96020 2.84855 0.976 -0.277 -2.546 0.44
H 0.12298 2.04396 -2.96401 0.595 2.169 1.252 0.26
H -2.41791 -0.68363 2.55345 -0.809 0.477 -2.741 0.25
H 1.75707 -3.02232 -2.61062 -1.926 -0.918 1.345 0.31
H -0.85028 -2.59138 -0.66514 2.361 0.952 -0.447 0.11
H -1.97611 2.53534 -1.06062 -1.257 -2.232 0.670 0.31
H 0.48890 -3.07470 1.23666 1.544 1.472 -1.211 0.55
H -1.11614 3.06914 1.33628 0.372 -2.217 0.461 0.37
H 1.05097 3.66191 -3.28923 -0.967 -1.047 1.920 0.39
H 3.01458 -2.20787 4.88231 -0.091 0.733 -3.389 0.33
H 3.13426 0.58156 0.83681 -1.542 -0.865 -1.947 0.38
H 2.68972 1.31317 2.89222 -1.412 0.582 -0.417 0.14
H 0.83371 -4.47643 -1.64604 0.167 2.392 -0.807 0.34
H -0.55433 3.73011 -2.23531 2.170 -1.437 -0.312 0.30
H -4.74732 -1.53442 -1.68743 1.728 1.837 1.610 0.28
H -0.09719 -3.38800 -2.87483 1.908 0.080 1.649 0.35
H 2.58205 -0.24672 -0.91742 -0.302 0.510 2.853 0.29
H -4.14568 -2.38103 0.98339 0.952 2.469 -1.202 0.31
H -3.68251 0.96551 -2.72076 0.294 -1.136 2.500 0.29
H 0.29221 -1.23891 -1.41409 0.028 -1.898 1.270 -0.17
```
Forces are in eV/Å.

=====

Entry 2:
Molecular formula: C17H21Cl16F8NO4S
Method: DFT, ωB97M-V/def2-TZVPD

Orbital gap = 9.92 eV
Net charge = 0
Multiplicity = 1

```
68
Properties=species:S:1:pos:R:3:forces:R:3:mulliken_charge:R:1
Cl 2.14029 6.11393 -7.79486 -0.054 0.015 0.046 -0.09
Cl 3.67980 4.36708 -1.08140 0.248 0.999 -0.581 0.00
Cl -0.97215 -4.24293 -1.26711 0.150 -0.454 -0.337 0.01
Cl 4.31254 7.12729 -1.67828 -0.005 -0.055 -0.046 -0.11
Cl -4.98178 -2.66233 -6.02596 -0.057 0.018 0.050 -0.09
Cl -7.21086 -0.84067 -5.79863 0.031 -0.054 0.043 -0.10
Cl -1.95828 -6.65659 -2.51376 0.001 0.068 -0.006 -0.10
Cl -0.67334 6.72780 -8.01606 0.052 -0.010 0.050 -0.10
Cl -7.57738 -3.64894 -5.23472 0.051 0.054 0.019 -0.09
Cl -3.34944 -4.15837 -2.90865 0.027 -0.030 -0.047 -0.02
Cl 0.35025 5.48016 -5.62126 -0.163 -0.002 -0.146 -0.10
Cl -0.76750 -4.57931 -4.12785 -0.044 0.001 0.051 -0.11
Cl 0.99611 8.23264 -6.20174 -0.009 -0.069 -0.016 -0.09
Cl 5.46070 5.00152 -3.26574 -0.053 0.024 0.023 -0.12
Cl -6.04638 -2.00054 -3.42450 -0.018 0.014 0.003 -0.07
Cl 2.64208 5.59939 -3.47491 0.196 0.011 0.115 -0.03
S 3.02814 -2.16307 1.60549 0.541 -2.399 -0.102 1.32
F 3.64878 1.57365 -1.43242 0.447 -0.423 -1.436 -0.28
F 1.76210 0.84693 -0.66705 -0.767 -0.755 -0.483 -0.25
F -0.66828 0.34591 -0.20369 0.054 -0.376 0.036 -0.16
F 2.70408 2.52807 0.23214 -0.158 -0.546 0.416 -0.41
F 3.29848 0.74171 1.86719 -0.519 -0.509 0.429 -0.21
F 3.28344 -1.35713 -0.86623 -0.788 0.233 -0.553 -0.23
F 5.06396 -1.40751 0.27118 0.751 -0.443 0.329 -0.26
F 4.99005 0.95004 0.58870 0.647 0.195 -0.111 -0.34
O 3.97389 -2.30138 2.67057 -0.015 1.843 0.829 -0.67
O -3.17903 -1.97166 1.09307 0.010 0.245 -0.209 -0.55
O 0.40885 -1.96512 1.19077 0.911 -0.013 -0.684 -0.23
O 2.83669 -3.42535 0.96847 -0.869 -0.074 -1.215 -0.72
N 1.10536 -2.30952 3.39820 0.398 0.725 -0.260 -0.34
C -2.72251 0.82938 0.86550 0.401 0.788 -0.043 -0.54
C 1.37162 -1.61104 2.15371 -1.810 -0.085 0.995 0.09
C 2.13784 -0.50623 4.91442 -1.166 1.362 0.070 -0.07
C 4.02406 5.52328 -2.37261 0.054 0.037 0.129 0.29
C -0.90627 -1.84748 1.68760 -1.074 0.249 0.500 -0.42
C -1.93560 -0.17680 0.01285 -1.169 0.023 -0.127 0.08
C -1.95162 1.39012 2.08038 0.151 -0.548 0.341 -0.91
C -4.18610 -2.01180 0.09492 -0.283 0.148 -0.160 -0.57
C -6.45476 -2.28851 -5.12372 0.003 -0.023 -0.086 0.33
C -1.90733 -1.61677 0.55648 0.591 -0.520 0.162 1.71
C 0.92766 -1.41928 4.54771 1.118 -0.472 0.942 -0.63
C 0.70331 6.63970 -6.91006 0.035 0.044 -0.028 0.36
C 1.61399 0.96876 5.01123 0.926 -1.084 -0.506 -1.26
C 3.74889 0.47818 0.63412 -0.131 0.338 -0.745 0.43
C -1.76178 -4.91025 -2.70456 0.088 -0.065 0.055 0.22
C 3.79146 -1.05408 0.31460 0.096 0.448 0.584 0.61
C 2.92842 1.33622 -0.38324 0.202 0.861 2.008 0.90
H 2.46045 1.61313 5.26196 -0.353 0.169 0.241 0.41
H -2.29503 0.90595 3.00211 -0.035 0.245 -0.053 0.30
H 0.03152 -0.79632 4.46825 0.016 -0.220 -0.464 0.20
H -4.74120 -1.06419 0.01088 0.173 -0.074 0.156 0.28
H -4.91058 -2.78963 0.34858 0.205 -0.002 0.004 0.36
H -1.68508 -2.37576 -0.21528 0.006 0.994 0.083 -1.18
H -1.23067 -2.75097 2.21356 0.240 -0.006 -0.095 0.32
H 1.26992 -0.52836 2.31784 0.597 -0.083 -0.016 0.18
H -2.95386 1.67094 0.20077 0.114 -0.138 0.005 0.44
H -1.02675 -1.02518 2.40605 0.343 -0.066 -0.062 -0.32
H 1.28915 1.24036 3.99966 -0.292 0.239 0.295 0.19
H -3.69469 0.44642 1.17503 0.194 -0.231 -0.030 0.24
H -2.43235 -0.21394 -0.96592 0.195 0.024 0.031 0.31
H -3.75416 -2.20729 -0.89339 -0.067 -0.206 0.130 0.13
H 2.54517 -0.76481 5.89414 0.207 -0.263 -0.279 0.45
H -0.87716 1.18067 2.03404 -0.140 0.097 -0.250 -0.08
H 0.79873 1.01910 5.73372 0.071 0.341 -0.089 0.39
H -2.04247 2.47232 2.18473 -0.203 -0.128 -0.009 0.40
H 0.75435 -2.07596 5.40852 -0.165 0.043 -0.191 0.43
H 2.91898 -0.49141 4.15367 0.045 -0.468 0.188 0.08
H 1.79220 -3.03320 3.58344 -0.177 0.001 0.107 0.41
```
Forces are in eV/Å.